1.
{
  "formula": "C24H32N4OOs",
  "method": "the ωB97M-V functional and the def2-TZVPD basis",
  "multiplicity": 5,
  "homo_energy_ev": [-13.17, -14.04],
  "charge": 2,
  "e_above_lowest_kcal_mol": 0.0,
  "gap_ev": [7.00, 5.99],
  "species": ["Os", "C", "C", "C", "N", "C", "C", "C", "C", "C", "C", "C", "N", "C", "C", "C", "N", "C", "C", "C", "C", "C", "C", "C", "N", "C", "C", "H", "H", "H", "H", "H", "H", "H", "H", "H", "H", "H", "H", "H", "H", "H", "H", "H", "H", "H", "H", "H", "H", "H", "H", "H", "H", "C", "C", "O", "H", "H", "H", "H", "H", "H"],
  "coordinates": [[0.01, -0.09, -0.27], [-2.87, 1.35, -1.05], [-3.38, 1.20, 0.40], [-2.26, 1.10, 1.46], [-1.33, -0.05, 1.19], [-1.54, -1.22, 1.91], [-2.60, -1.42, 2.82], [-2.79, -2.49, 3.70], [-1.94, -3.55, 4.03], [-0.71, -3.88, 3.43], [-0.14, -3.33, 2.28], [-0.58, -2.23, 1.54], [-0.04, -1.94, 0.31], [0.48, -3.12, -0.47], [0.63, -2.83, -1.96], [1.69, -1.76, -2.17], [1.27, -0.40, -1.73], [1.81, 0.67, -2.42], [3.03, 0.58, -3.11], [3.60, 1.50, -3.97], [3.04, 2.68, -4.49], [1.81, 3.26, -4.16], [0.91, 2.93, -3.15], [0.95, 1.84, -2.27], [0.14, 1.69, -1.16], [-0.74, 2.86, -0.81], [-2.17, 2.69, -1.38], [-3.73, 1.25, -1.72], [-2.20, 0.49, -1.31], [-3.99, 0.29, 0.49], [-4.01, 2.05, 0.64], [-2.70, 1.00, 2.45], [-1.66, 2.03, 1.50], [-3.40, -0.68, 2.82], [-3.76, -2.51, 4.19], [-2.27, -4.21, 4.83], [-0.14, -4.65, 3.93], [0.72, -3.84, 1.88], [-0.20, -3.97, -0.31], [1.46, -3.40, -0.07], [-0.33, -2.49, -2.36], [0.92, -3.74, -2.49], [1.91, -1.72, -3.25], [2.63, -2.04, -1.66], [3.53, -0.37, -2.99], [4.59, 1.25, -4.32], [3.62, 3.21, -5.24], [1.51, 4.09, -4.79], [0.03, 3.55, -3.09], [-0.29, 3.78, -1.21], [-0.74, 2.96, 0.27], [-2.09, 2.78, -2.47], [-2.78, 3.51, -1.01], [1.94, -0.06, 3.63], [2.29, 1.02, 2.61], [1.22, 1.28, 1.66], [2.74, -0.19, 4.35], [1.76, -0.99, 3.10], [1.03, 0.18, 4.17], [3.13, 0.71, 1.98], [2.55, 1.95, 3.12], [0.40, 1.47, 2.18]],
  "nbo_charge": [1.648, -0.389, -0.418, -0.228, -0.626, 0.207, -0.218, -0.115, -0.167, -0.118, -0.226, 0.279, -0.609, -0.229, -0.424, -0.236, -0.586, 0.188, -0.207, -0.115, -0.177, -0.098, -0.253, 0.319, -0.620, -0.225, -0.420, 0.251, 0.175, 0.221, 0.237, 0.220, 0.198, 0.240, 0.248, 0.250, 0.247, 0.241, 0.228, 0.203, 0.222, 0.260, 0.226, 0.210, 0.241, 0.247, 0.249, 0.245, 0.239, 0.225, 0.203, 0.218, 0.236, -0.638, -0.061, -0.738, 0.248, 0.195, 0.208, 0.191, 0.194, 0.481]
}

2.
{
  "formula": "CH3BrN2O",
  "method": "the ωB97M-V functional and the def2-TZVPD basis",
  "multiplicity": 1,
  "homo_energy_ev": [-8.00, -8.78],
  "e_above_lowest_kcal_mol": 71.4,
  "gap_ev": [7.18, 8.54],
  "species": ["C", "N", "N", "O", "Br", "H", "H", "H"],
  "coordinates": [[-0.87, 0.87, -0.10], [1.61, -0.75, 0.36], [0.48, -0.87, -0.05], [2.33, 0.19, 0.26], [-2.53, 0.01, 0.18], [-0.89, 1.30, -1.13], [-0.16, 0.95, 0.68], [0.01, -1.71, -0.21]],
  "nbo_charge": [-0.408, 0.279, -0.387, -0.387, 0.065, 0.229, 0.220, 0.389]
}

3.
{
  "formula": "C13H17IN5O5S2Tm",
  "method": "the ωB97M-V functional and the def2-TZVPD basis",
  "multiplicity": 3,
  "homo_energy_ev": [-7.12, -7.12],
  "e_above_lowest_kcal_mol": 44.7,
  "gap_ev": [6.74, 6.74],
  "species": ["Tm", "O", "C", "C", "N", "C", "C", "O", "O", "C", "C", "O", "O", "H", "H", "H", "H", "H", "H", "H", "H", "H", "N", "C", "N", "C", "C", "S", "C", "C", "S", "C", "N", "N", "H", "H", "H", "H", "H", "H", "I", "C", "H", "H"],
  "coordinates": [[-0.06, 0.17, -0.39], [-1.83, 1.29, 0.48], [-3.06, 0.49, 0.26], [-3.02, -0.75, 1.14], [-2.17, -1.78, 0.48], [-2.64, -2.28, -0.79], [-1.63, -1.99, -1.92], [-1.25, -2.86, -2.69], [-1.06, -0.80, -1.87], [-1.29, -2.65, 1.30], [0.03, -1.93, 1.30], [0.80, -1.90, 0.33], [0.17, -1.04, 2.31], [-1.52, 1.45, 1.48], [-3.82, 1.26, 0.68], [-3.30, 0.17, -0.76], [-2.65, -0.52, 2.15], [-4.06, -1.08, 1.29], [-2.80, -3.34, -0.70], [-3.62, -1.84, -1.01], [-1.77, -2.92, 2.25], [-1.17, -3.59, 0.73], [-0.20, 4.03, 0.61], [1.02, 3.46, 0.34], [1.21, 2.27, -0.20], [2.57, 2.00, -0.40], [3.45, 2.99, 0.13], [2.51, 4.30, 0.76], [2.92, 0.85, -1.10], [4.22, 0.33, -1.18], [4.22, -1.10, -2.09], [2.47, -0.93, -2.39], [1.92, 0.14, -1.77], [1.80, -1.73, -3.26], [-1.07, 3.49, 0.48], [-0.23, 4.95, 0.96], [4.47, 2.80, 0.36], [5.06, 0.62, -0.56], [2.32, -2.55, -3.53], [0.79, -1.89, -3.05], [-1.59, 1.96, 3.79], [0.96, 0.02, 1.88], [1.89, -0.37, 1.52], [1.00, 0.80, 2.64]],
  "nbo_charge": [1.927, -0.922, -0.090, -0.269, -0.463, -0.327, 0.798, -0.628, -0.891, -0.299, 0.760, -0.673, -0.422, 0.514, 0.225, 0.214, 0.270, 0.196, 0.221, 0.220, 0.236, 0.225, -0.779, 0.310, -0.603, 0.139, -0.442, 0.419, 0.103, -0.451, 0.423, 0.321, -0.607, -0.781, 0.437, 0.410, 0.245, 0.256, 0.396, 0.449, -0.788, -0.672, 0.169, 0.223]
}

4.
{
  "formula": "C27H78N4O10",
  "method": "the ωB97M-V functional and the def2-TZVPD basis",
  "smiles": "COC[C@H](C)N.COC[C@H](C)N.COC[C@H](C)N.COC[C@H](C)N.CCO.CCO.CCO.CCO.CCO.CO",
  "multiplicity": 1,
  "homo_energy_ev": -9.14,
  "e_above_lowest_kcal_mol": 6.1,
  "gap_ev": 9.71,
  "species": ["C", "O", "H", "H", "H", "H", "C", "C", "O", "H", "H", "H", "H", "H", "H", "C", "C", "O", "H", "H", "H", "H", "H", "H", "C", "C", "O", "H", "H", "H", "H", "H", "H", "C", "C", "O", "H", "H", "H", "H", "H", "H", "C", "C", "O", "H", "H", "H", "H", "H", "H", "C", "C", "C", "O", "C", "N", "H", "H", "H", "H", "H", "H", "H", "H", "H", "H", "H", "C", "C", "C", "O", "C", "N", "H", "H", "H", "H", "H", "H", "H", "H", "H", "H", "H", "C", "C", "C", "O", "C", "N", "H", "H", "H", "H", "H", "H", "H", "H", "H", "H", "H", "C", "C", "C", "O", "C", "N", "H", "H", "H", "H", "H", "H", "H", "H", "H", "H", "H"],
  "coordinates": [[-4.56, -2.66, -0.04], [-5.07, -1.34, 0.17], [-3.52, -2.62, -0.38], [-4.69, -3.26, 0.86], [-5.16, -3.09, -0.85], [-4.56, -0.96, 0.92], [4.11, -2.07, 0.26], [3.91, -1.86, 1.73], [4.40, -2.97, 2.46], [5.17, -2.20, 0.03], [3.70, -1.26, -0.35], [3.63, -2.96, -0.15], [2.85, -1.72, 1.99], [4.45, -0.93, 1.99], [4.24, -2.81, 3.41], [1.77, -1.05, 4.81], [2.37, -2.17, 5.62], [3.66, -2.53, 5.16], [2.44, -0.19, 4.71], [0.89, -0.62, 5.28], [1.45, -1.35, 3.81], [1.68, -3.02, 5.60], [2.41, -1.84, 6.67], [4.05, -3.09, 5.84], [-1.30, 3.05, 2.63], [0.11, 2.57, 2.88], [0.72, 3.40, 3.86], [-1.38, 4.07, 2.27], [-1.88, 3.07, 3.57], [-1.88, 2.39, 1.98], [0.68, 2.59, 1.95], [0.17, 1.53, 3.21], [0.10, 3.50, 4.59], [0.37, -0.37, 0.67], [-0.92, -0.47, -0.11], [-1.76, 0.63, 0.19], [0.90, -1.32, 0.58], [0.24, -0.24, 1.75], [1.01, 0.46, 0.36], [-1.43, -1.42, 0.09], [-0.72, -0.47, -1.19], [-2.49, 0.62, -0.45], [0.23, -3.98, -2.18], [1.66, -4.32, -1.82], [1.92, -5.69, -2.15], [-0.48, -4.54, -1.57], [0.03, -4.14, -3.24], [0.03, -2.93, -1.92], [1.86, -4.15, -0.76], [2.41, -3.71, -2.32], [2.40, -5.75, -2.97], [-2.30, -0.73, 4.29], [-3.28, -1.17, 3.21], [-4.62, -1.62, 3.77], [-4.39, -2.67, 4.68], [-5.51, -3.01, 5.42], [-3.50, -0.08, 2.23], [-2.66, 0.14, 4.86], [-1.33, -0.49, 3.86], [-2.22, -1.52, 5.05], [-2.90, -2.02, 2.64], [-5.31, -1.97, 2.99], [-5.12, -0.78, 4.26], [-6.32, -3.42, 4.79], [-5.96, -2.19, 5.99], [-5.30, -3.81, 6.13], [-2.63, 0.30, 1.87], [-3.95, 0.69, 2.71], [-0.63, 2.91, -5.14], [0.57, 2.03, -4.81], [0.09, 0.67, -4.28], [1.18, -0.22, -4.09], [1.99, 0.04, -2.97], [1.39, 1.91, -6.02], [-1.26, 2.59, -5.97], [-0.28, 3.92, -5.35], [-1.28, 2.94, -4.26], [1.23, 2.54, -4.10], [-0.56, 0.21, -5.02], [-0.44, 0.82, -3.33], [2.69, -0.79, -2.81], [1.53, 0.21, -1.99], [2.61, 0.88, -3.29], [2.19, 1.31, -5.85], [0.90, 1.43, -6.77], [-4.64, 2.15, -0.50], [-4.56, 1.63, -1.92], [-3.91, 2.64, -2.86], [-4.80, 3.70, -3.10], [-4.32, 4.63, -4.02], [-3.82, 0.36, -1.99], [-3.66, 2.44, -0.12], [-5.01, 1.35, 0.14], [-5.29, 3.02, -0.40], [-5.59, 1.46, -2.27], [-3.63, 2.19, -3.83], [-3.02, 2.96, -2.30], [-3.40, 5.13, -3.68], [-5.04, 5.43, -4.18], [-4.07, 4.14, -4.96], [-3.76, 0.00, -2.93], [-4.37, -0.32, -1.46], [7.00, 0.66, -0.20], [6.36, 0.46, -1.59], [5.29, 1.47, -1.95], [4.37, 1.44, -0.87], [3.53, 2.58, -0.87], [7.44, 0.45, -2.61], [7.71, 1.49, -0.22], [7.54, -0.22, 0.15], [6.23, 0.89, 0.54], [5.99, -0.56, -1.53], [4.82, 1.15, -2.89], [5.74, 2.46, -2.06], [4.13, 3.48, -0.71], [2.73, 2.54, -0.14], [3.14, 2.70, -1.89], [8.16, -0.17, -2.27], [7.82, 1.39, -2.68]],
  "mulliken_charge": [-0.477, -0.673, 0.068, 0.285, 0.321, 0.423, -0.728, 0.549, -0.607, 0.352, 0.032, 0.165, -0.372, 0.205, 0.438, -0.666, -0.487, -0.536, 0.402, 0.390, -0.049, 0.281, 0.355, 0.275, -0.713, 0.817, -0.574, 0.308, 0.409, -0.188, -0.095, -0.263, 0.350, -0.084, 0.275, 0.172, 0.262, -0.194, -0.186, -0.033, -0.080, -0.242, -0.627, -0.061, -0.586, 0.335, 0.330, -0.067, 0.189, 0.225, 0.326, -1.185, 0.458, -0.799, -0.308, -0.801, 0.184, 0.278, 0.064, 0.463, 0.176, 0.436, 0.374, 0.302, 0.328, 0.270, -0.508, 0.326, -1.378, 0.653, -0.090, -0.502, -0.212, -0.722, 0.371, 0.397, 0.138, 0.023, 0.356, -0.081, 0.238, 0.157, 0.059, 0.293, 0.279, -1.399, 0.414, -0.682, -0.397, -0.712, -0.515, 0.293, 0.221, 0.440, 0.487, 0.457, 0.245, 0.287, 0.278, 0.274, 0.261, 0.018, -1.499, 0.830, -0.620, -0.150, -0.768, -0.756, 0.384, 0.417, 0.253, -0.111, 0.262, 0.468, 0.424, 0.014, 0.322, 0.268, 0.303]
}